Molecular formula: C4H10N2O
Method: DFT, ωB97M-V/def2-TZVPD

Values from the calculation:
Energy   -9336.8090 eV
Gap between HOMO and LUMO   10.025 eV
Relative energy (zero: lowest compared OMol25 entry of this formula, charge and spin)   50.2 kcal/mol

Each line ends with the Löwdin charge.
Geometry (Å):
C 1.44 -0.64 -1.60  -0.034
N 0.26 -0.12 -0.79  -0.168
C -1.15 -0.39 -1.17  -0.057
C 0.60 0.48 0.42  -0.504
O 1.66 0.27 0.99  0.026
C -0.40 1.19 1.27  -0.151
N -0.80 0.24 2.45  -0.004
H 1.35 -0.37 -2.68  0.090
H 2.35 -0.13 -1.11  0.097
H 1.51 -1.72 -1.31  0.093
H -1.58 -1.26 -0.59  0.095
H -0.99 -0.73 -2.24  0.089
H -1.80 0.55 -1.11  0.095
H 0.11 1.95 1.85  0.114
H -1.25 1.49 0.68  0.084
H 0.06 -0.30 2.81  0.102
H -1.38 -0.52 2.12  0.034